No. 1
{
  "formula": "CHO3Zn",
  "method": "ωB97M-V/def2-TZVPD",
  "symbols": ["C", "O", "O", "Zn", "O", "H"],
  "positions_angstrom": [[0.955673, 0.285725, 0.248951], [0.088849, 1.268709, 0.266777], [-0.091862, -0.027556, -0.553968], [-1.894348, -1.000614, -0.494071], [1.890172, -0.124978, 0.804174], [-3.316013, -1.722295, -0.668493]],
  "forces_ev_per_a": [[1.9, -0.3, 2.6], [-0.6, 0.5, -0.5], [-0.7, -0.2, -0.9], [-1.1, -0.5, -0.2], [-0.5, 0.0, -1.2], [1.1, 0.6, 0.2]],
  "lumo_energy_ev": -7.38,
  "total_charge": 1,
  "e_tot_ev": -55600.5700
}


No. 2
{
  "formula": "C5H6O",
  "method": "ωB97M-V/def2-TZVPD",
  "symbols": ["O", "C", "C", "C", "C", "C", "H", "H", "H", "H", "H", "H"],
  "positions_angstrom": [[0.109311, 1.265025, -2.383614], [0.660445, 1.484508, -1.331762], [0.527320, 0.611858, -0.110238], [-0.512866, -0.512222, -0.257312], [-0.547468, -1.349252, 0.933471], [-0.774806, -1.792811, 2.029976], [1.336735, 2.361519, -1.220471], [0.327242, 1.242276, 0.765871], [1.531120, 0.194969, 0.079530], [-1.554347, -0.179212, -0.261602], [-0.368573, -1.034861, -1.208259], [-0.734113, -2.291797, 2.964410]],
  "forces_ev_per_a": [[0.2, 0.1, 0.4], [-0.2, -0.1, -0.3], [-0.1, 0.0, 0.0], [-0.1, 0.0, 0.0], [-0.1, -0.1, 0.6], [0.7, -0.2, -0.5], [-0.1, -0.1, 0.0], [-0.1, -0.1, -0.2], [-0.3, 0.0, -0.1], [0.2, 0.7, -0.5], [0.1, -0.1, 0.3], [-0.3, 0.0, 0.2]],
  "lumo_energy_ev": 0.88,
  "de_lowest_kcal_mol": 45.7,
  "smiles": "C#CCCC=O",
  "e_tot_ev": -7327.3021
}


No. 3
{
  "formula": "C15H12N4O5S",
  "method": "ωB97M-V/def2-TZVPD",
  "symbols": ["O", "N", "O", "C", "C", "C", "C", "C", "C", "H", "H", "H", "H", "S", "O", "O", "N", "H", "C", "C", "N", "C", "N", "O", "C", "C", "C", "C", "C", "C", "H", "H", "H", "H", "H", "H", "H"],
  "positions_angstrom": [[-2.029823, -1.217198, -1.696306], [-1.682654, -0.124867, -2.222782], [-1.769928, 0.313964, -3.399068], [-1.246257, 0.814707, -1.309912], [-1.790369, 0.822542, -0.157911], [-1.275408, 1.813185, 0.909483], [-0.188987, 2.486887, 0.633261], [0.391808, 2.476619, -0.934266], [-0.245845, 1.604715, -1.787958], [0.220112, 1.398121, -2.705791], [1.221601, 3.214600, -1.106195], [0.260797, 3.400589, 1.051363], [-1.648356, 1.860918, 1.714540], [-3.364742, 0.368664, 0.598249], [-4.180102, -0.112026, -0.696220], [-3.979796, 1.207390, 1.610318], [-3.039690, -1.236671, 1.526870], [-2.577643, -0.888890, 2.376408], [-2.552143, -2.174957, 0.754700], [-1.242107, -2.194755, 0.583948], [-0.440617, -1.283195, 0.675219], [0.662862, -1.585508, 0.338551], [0.660680, -2.722791, -0.358256], [-0.688699, -3.164372, -0.053183], [1.987638, -0.712801, -0.024350], [2.158027, 0.229119, 1.070375], [3.229118, 0.796419, 1.097187], [4.316778, 0.836547, 0.230371], [4.119984, -0.450090, -0.481322], [3.094253, -1.233780, -0.547309], [2.988434, -1.934870, -1.326228], [4.998341, -0.678252, -1.366577], [5.203446, 1.322237, 0.299485], [3.264517, 1.696406, 1.748890], [1.208045, 0.359332, 1.732954], [-2.826654, -2.944336, 1.493603], [-3.216611, -2.363596, -0.272130]],
  "forces_ev_per_a": [[1.1, 2.0, -3.2], [-2.4, -1.9, -2.1], [-0.2, -2.5, 2.1], [0.5, -0.7, -2.6], [-1.8, 4.5, 9.2], [4.4, -3.1, -12.4], [3.4, 3.2, -6.2], [-1.9, -0.3, 4.0], [3.8, 3.0, 1.8], [-0.1, -0.1, -1.3], [-0.9, -1.2, -0.2], [-0.4, -1.0, 1.0], [-5.6, 0.6, 10.9], [-4.0, -6.1, -4.6], [2.7, 2.3, 5.4], [1.5, -0.1, -1.3], [-3.6, 9.7, 1.4], [0.2, -0.7, -0.5], [-6.9, -5.7, -1.4], [3.7, -3.2, -3.3], [-5.5, 9.8, 7.6], [11.2, -2.7, -8.8], [-0.9, -1.3, 1.6], [1.9, -2.5, -1.7], [-5.1, -1.1, 7.3], [-11.8, -6.8, -2.3], [9.9, 11.2, 3.1], [-4.4, -8.1, -1.4], [10.2, 5.3, -3.7], [-3.3, -1.5, -2.2], [0.3, -1.4, -0.4], [-2.2, 0.4, 2.8], [2.2, 1.6, 0.1], [0.1, -0.6, 0.6], [2.2, 0.2, -1.1], [0.2, -1.7, -1.0], [1.7, 0.5, 2.8]],
  "lumo_energy_ev": -1.39,
  "e_tot_ev": -42765.1850
}


No. 4
{
  "formula": "C3H9N3O",
  "method": "ωB97M-V/def2-TZVPD",
  "symbols": ["C", "C", "C", "N", "N", "O", "N", "H", "H", "H", "H", "H", "H", "H", "H", "H"],
  "positions_angstrom": [[-1.180980, -0.434532, -0.232465], [-1.277537, 1.007118, -0.715944], [2.879539, -0.051412, -0.030013], [-0.518914, -0.475235, 1.058732], [3.742079, -0.618845, -0.677339], [-2.466772, -1.029607, -0.174033], [2.011624, 0.679479, 0.364769], [-3.067974, -0.433697, 0.292349], [-0.979539, 0.118215, 1.743200], [-0.482247, -1.424846, 1.412412], [4.687804, -0.763732, -0.372738], [-0.573209, -1.075378, -0.948400], [1.136906, 0.401407, 0.795604], [-1.848706, 1.060064, -1.639248], [-0.284789, 1.405940, -0.900516], [-1.777285, 1.635061, 0.023628]],
  "forces_ev_per_a": [[0.3, -0.2, -0.3], [0.2, -0.3, -0.2], [0.5, 0.3, -0.6], [0.2, 0.1, 0.0], [0.2, -0.4, -0.3], [-0.2, -0.3, -0.2], [-0.1, 0.6, 0.2], [0.1, 0.0, -0.1], [-0.1, -0.1, -0.1], [-0.1, 0.1, 0.0], [0.0, -0.1, 0.3], [-0.8, 0.8, 0.8], [-0.2, -0.5, 0.3], [0.0, -0.1, -0.1], [0.1, 0.1, 0.0], [0.0, 0.0, 0.1]],
  "lumo_energy_ev": 0.79,
  "de_lowest_kcal_mol": 30.9,
  "smiles": "C[C@@H](N)O.N=C=N",
  "e_tot_ev": -9774.1975
}


No. 5
{
  "formula": "C20H25ClN2O3S",
  "method": "ωB97M-V/def2-TZVPD",
  "symbols": ["O", "C", "N", "H", "C", "C", "H", "C", "N", "C", "C", "C", "C", "C", "H", "H", "H", "H", "H", "H", "H", "H", "H", "H", "H", "H", "H", "H", "H", "C", "C", "C", "C", "C", "H", "H", "S", "O", "C", "C", "C", "C", "C", "C", "H", "H", "Cl", "H", "H", "O", "H", "H"],
  "positions_angstrom": [[-1.740861, -2.002149, 2.551336], [-0.931925, -1.212709, 2.095726], [-1.148483, 0.114946, 1.983869], [-0.470023, 0.674428, 1.491083], [-2.405933, 0.728894, 2.332314], [-3.326531, 0.963536, 1.129691], [-2.853166, 1.655606, 0.433374], [-3.682799, -0.342184, 0.406650], [-2.767300, -0.638407, -0.689963], [-3.229966, -0.041345, -1.934278], [-2.234346, -0.263044, -3.070595], [-1.973860, -1.752552, -3.263510], [-1.540398, -2.358345, -1.933759], [-2.588716, -2.072989, -0.865065], [-2.268453, -2.496173, 0.088628], [-3.539516, -2.557721, -1.154297], [-0.587433, -1.927961, -1.622996], [-1.407858, -3.437074, -2.030060], [-1.205131, -1.906686, -4.022725], [-2.889222, -2.243176, -3.604102], [-1.292816, 0.237983, -2.843058], [-2.637023, 0.176440, -3.985636], [-3.375293, 1.031142, -1.772706], [-4.208126, -0.467226, -2.230941], [-4.720864, -0.289552, 0.038941], [-3.634043, -1.157751, 1.129452], [-4.237800, 1.435162, 1.501063], [-2.896861, 0.054453, 3.038340], [-2.201394, 1.681864, 2.830481], [0.399851, -1.647466, 1.634673], [0.833859, -2.901059, 1.292484], [2.187392, -2.767260, 0.923202], [2.499291, -1.444001, 1.082070], [3.748399, -0.722743, 0.814393], [3.870990, 0.155698, 1.441592], [4.606508, -1.385455, 0.893783], [3.767193, -0.096351, -0.983223], [3.202384, -1.174293, -1.785232], [2.404407, 1.069083, -0.675578], [1.113280, 0.681712, -0.976069], [0.052801, 1.521201, -0.685004], [0.316215, 2.762228, -0.121970], [1.614845, 3.168276, 0.154694], [2.664548, 2.309853, -0.119208], [3.680095, 2.604110, 0.099059], [1.796767, 4.140282, 0.585137], [-0.996351, 3.828402, 0.245636], [-0.958713, 1.201759, -0.879448], [0.952373, -0.285723, -1.428802], [1.413342, -0.754168, 1.499804], [2.847580, -3.539596, 0.587102], [0.244203, -3.793843, 1.302970]],
  "forces_ev_per_a": [[-0.1, -0.3, -0.1], [0.2, 0.5, 0.1], [0.2, 0.1, 0.0], [0.0, -0.1, 0.0], [-0.3, 0.2, 0.0], [0.0, -0.3, 0.2], [-0.1, 0.1, 0.0], [-0.1, 0.2, 0.1], [0.0, -0.1, -0.1], [0.2, 0.2, -0.1], [-0.3, -0.1, 0.0], [0.2, 0.1, 0.1], [-0.3, -0.1, -0.1], [0.3, -0.2, 0.0], [-0.1, 0.0, 0.0], [0.0, 0.0, 0.0], [0.1, 0.0, 0.1], [0.1, 0.0, 0.0], [0.0, 0.0, -0.1], [0.0, 0.0, -0.1], [0.0, 0.1, 0.0], [0.0, 0.1, 0.0], [-0.1, 0.0, 0.0], [0.0, 0.0, 0.1], [0.1, -0.1, 0.0], [0.0, 0.0, 0.0], [0.0, 0.1, 0.0], [0.0, 0.1, 0.0], [0.0, -0.1, 0.0], [0.2, -1.1, -0.2], [-0.5, 0.7, 0.2], [0.2, 0.7, 0.1], [0.2, -0.8, -0.2], [-0.1, 0.3, -0.6], [0.1, 0.0, 0.1], [0.0, 0.0, 0.0], [-0.2, 1.0, 1.4], [-0.3, -1.0, -0.8], [0.3, -0.1, -0.2], [0.1, -0.1, -0.1], [0.1, 0.3, -0.1], [0.2, -0.1, 0.0], [-0.1, 0.0, 0.1], [0.0, -0.1, -0.1], [0.1, 0.1, 0.0], [0.0, 0.1, 0.0], [-0.1, 0.1, 0.0], [-0.1, 0.0, 0.0], [-0.1, -0.1, 0.0], [-0.1, 0.2, 0.2], [0.2, -0.1, -0.1], [-0.2, -0.2, 0.1]],
  "lumo_energy_ev": 0.40,
  "de_lowest_kcal_mol": 26.5,
  "e_tot_ev": -53625.9530
}